Computed, not measured: C44H60BN8NaO2Se as an isolated structure, with ωB97M-V/def2-TZVPD.

Positions of all 117 atoms, in Å:
Na 0.18146 -0.60381 0.47137
C 3.65209 -0.10029 -0.95698
C 3.45183 -1.43848 -0.32039
C 4.41293 -2.36260 0.12938
C 3.67652 -3.43694 0.57618
N 2.37281 -3.15649 0.38702
N 2.23146 -1.92009 -0.14516
B 1.12555 -3.89876 0.90297
N -0.02725 -3.82964 -0.13202
C -0.51948 -4.88523 -0.81674
C -1.43427 -4.41784 -1.72871
C -1.43979 -3.02340 -1.53747
C -2.21851 -1.99533 -2.29314
N -0.59174 -2.68196 -0.57876
N 0.72209 -3.30349 2.28412
C 1.19662 -3.66329 3.49451
C 0.77625 -2.73216 4.41689
C 0.05863 -1.79076 3.65983
C -0.61065 -0.53941 4.12622
N 0.05067 -2.13419 2.37936
N 1.42229 -5.39757 1.13108
C 0.65207 -6.24767 1.84584
C 1.06014 -7.53022 1.56704
C 2.10153 -7.36778 0.63066
C 2.93324 -8.42274 -0.02815
N 2.29907 -6.08723 0.36461
H 4.65154 0.28122 -0.74747
H 3.53303 -0.16275 -2.04118
H 2.92435 0.61422 -0.56878
H 5.48548 -2.26188 0.11563
H 3.98339 -4.38493 0.98128
H -0.18156 -5.88904 -0.62176
H -2.01151 -4.99317 -2.43328
H -3.23855 -2.33903 -2.47608
H -2.25969 -1.06414 -1.73337
H -1.75833 -1.79681 -3.26417
H 1.79950 -4.54689 3.61655
H 0.97240 -2.71822 5.47601
H -0.33463 -0.32631 5.15970
H -0.30423 0.30881 3.51076
H -1.69805 -0.62763 4.07427
H -0.13439 -5.87888 2.48279
H 0.67047 -8.44811 1.97481
H 2.58762 -9.41668 0.25564
H 2.88010 -8.33693 -1.11392
H 3.98189 -8.33159 0.25864
C -4.93825 2.80730 5.28573
C -3.46006 2.40650 5.17521
C -3.13276 1.35387 6.24579
C -2.59970 3.64170 5.44152
C -3.19465 1.80911 3.79948
C -2.28086 2.35754 2.92100
C -2.05339 1.76872 1.68734
Se -0.90234 2.53261 0.39987
C 0.41316 3.16694 1.62291
C 0.36043 4.46238 2.11209
C 1.25284 4.89494 3.08006
C 2.19816 3.95732 3.51656
C 2.30029 2.65827 3.04514
C 1.37660 2.19410 2.03863
O 1.39547 1.01487 1.55121
C 3.38380 1.71048 3.57028
C 2.75126 0.45515 4.18611
C 4.26045 2.36068 4.64399
C 4.29719 1.28480 2.41281
C 1.17011 6.32340 3.61833
C 1.37286 7.32428 2.47171
C 2.23035 6.60312 4.68421
C -0.20897 6.56399 4.24972
C -2.67347 0.50416 1.33692
O -2.28305 -0.11218 0.32626
C -3.68833 -0.03314 2.24493
C -3.90661 0.63648 3.41219
C -4.39589 -1.33687 1.89325
C -5.48880 -1.67765 2.90888
C -3.38406 -2.49611 1.88218
C -5.05669 -1.21189 0.51227
H -5.13720 3.22973 6.27367
H -5.60157 1.95278 5.14619
H -5.19073 3.55772 4.53411
H -3.32239 1.76396 7.24085
H -2.08304 1.06135 6.18708
H -3.73912 0.45437 6.13018
H -2.80716 4.01814 6.44556
H -2.81292 4.44388 4.73244
H -1.53431 3.41070 5.38128
H -1.72907 3.25231 3.17278
H -0.40708 5.12753 1.72841
H 2.90155 4.26985 4.27435
H 2.09752 0.72425 5.02074
H 3.53336 -0.20913 4.56651
H 2.17066 -0.08796 3.44418
H 3.67749 2.66221 5.51813
H 4.79309 3.23622 4.26425
H 5.00716 1.63530 4.97514
H 3.71789 0.76676 1.65431
H 5.07687 0.60891 2.77736
H 4.77858 2.15716 1.96183
H 2.35297 7.18328 2.01209
H 1.30549 8.35315 2.83848
H 0.61891 7.19146 1.69450
H 3.23986 6.48437 4.28568
H 2.12168 5.93619 5.54187
H 2.12833 7.63094 5.04146
H -1.00949 6.40772 3.52427
H -0.28978 7.58822 4.62674
H -0.37306 5.87578 5.08171
H -4.62938 0.24084 4.11199
H -5.07777 -1.83938 3.90782
H -5.97861 -2.60289 2.60056
H -6.25176 -0.89677 2.96658
H -2.91271 -2.60785 2.86189
H -2.59637 -2.34664 1.14852
H -3.90678 -3.42781 1.64692
H -5.79206 -0.40263 0.50571
H -5.57368 -2.14406 0.27185
H -4.31606 -1.01895 -0.26109

Results
Orbital gap (spin up / spin down), eV: 6.56 / 4.88
Highest occupied orbital energy (spin up / spin down), Eh: -0.16252 / -0.16225
Relative energy (zero: lowest compared OMol25 entry of this formula, charge and spin), kcal/mol: 0.0
Total charge: -1
Expectation value of S²: 0.782
F_max, hartree/bohr: 0.0029
Spin multiplicity: 2